No. 1
Formula: C55H68BN6P3S5Ti
Source: OMol25
Level of theory: wB97M-V/def2-TZVPD

XYZ file:
```
139
Properties=species:S:1:pos:R:3:lowdin_charge:R:1
Ti -0.1359 0.5396 2.2280 -0.0023
S 2.2949 0.7196 1.9270 0.6832
S -0.1350 2.1329 3.9065 0.6229
S 2.5706 -2.4707 1.2840 1.0258
S -2.4446 -0.2054 2.6371 0.4321
S -0.3223 0.8747 -0.2279 0.7851
P -2.7280 1.8091 2.6841 0.6206
P -0.0816 3.5610 1.3219 0.9611
P 0.2973 -1.0973 4.1172 0.7036
N 2.3662 -0.2889 -0.6078 -0.0247
N -0.1748 -2.9931 -0.7849 0.1855
N 2.5138 -0.1908 -1.9349 0.1897
N 2.4416 -3.2508 -2.3306 0.2099
N 0.2409 -1.7297 -0.5710 0.0401
N 2.4728 -2.8055 -1.0933 -0.0054
C 2.0319 -4.1915 -4.8305 -0.0423
C 0.2471 7.6292 3.4677 -0.0703
C -3.1437 -4.6179 -0.8159 -0.0236
C 4.4029 -4.9790 -4.6492 -0.0252
C -0.5193 -0.6600 -0.9348 -0.5151
C 4.7284 0.6427 -4.3259 -0.0236
C 1.9495 -1.3518 4.8512 -0.2475
C 2.3740 -0.1687 -4.6183 -0.0462
C -1.9479 4.5456 -2.2052 -0.0740
C 4.6968 -5.1176 0.8372 -0.0124
C 3.0918 -3.3966 -0.0789 -0.4630
C 2.7321 0.6813 0.2635 -0.5817
C -0.4715 6.6276 4.1004 -0.0661
C -2.0319 0.2970 -2.7166 -0.0284
C 0.8510 7.3795 2.2433 -0.0690
C -0.0029 5.1229 2.2845 -0.3825
C 3.9353 2.8620 0.6612 -0.0532
C -5.0037 1.7128 -0.6863 -0.0578
C -6.4828 1.9821 1.1908 -0.0504
C -3.6772 3.7938 4.3167 -0.0994
C -3.1617 5.0674 -1.7806 -0.0678
C -3.2862 1.6876 5.4305 -0.0904
C 3.6745 1.8312 -1.6106 0.0920
C -3.9099 1.7994 0.1542 -0.1059
C -1.8511 -2.1618 -2.2140 0.0931
C -4.0538 4.3611 5.5215 -0.0498
C 2.5286 -6.4020 -3.7768 -0.0264
C -1.3140 4.1408 0.0850 -0.3980
C -6.2911 1.7977 -0.1696 -0.0508
C -0.5945 5.3731 3.5170 -0.1147
C -1.7837 -4.6387 -1.5333 -0.5423
C 2.8224 2.2862 -4.4481 -0.0313
C 3.2573 0.8962 -3.9620 -0.5420
C -4.0098 3.6053 6.6860 -0.0473
C -1.0264 4.0824 -1.2755 -0.1262
C -1.9680 -5.0888 -2.9890 -0.0274
C 3.9551 -4.9358 -1.5863 0.0977
C 0.7312 6.1310 1.6569 -0.1049
C -1.4930 -0.8741 -1.9580 -0.2145
C -5.3909 2.0806 2.0415 -0.0644
C -3.6273 2.2734 6.6404 -0.0483
C -0.6527 -0.7816 5.6434 -0.2751
C 3.1445 -4.3314 -2.5863 -0.1799
C 3.9332 -4.4981 -0.2848 -0.1978
C -1.0349 2.3986 2.3920 -1.1324
C -2.5217 4.6957 0.5003 -0.1023
C -0.3615 -2.7666 3.7335 -0.2532
C -0.8310 -5.5990 -0.8174 -0.0429
C -1.2420 -3.2230 -1.4890 -0.1938
C 3.1318 0.8317 -2.4515 -0.1864
C -3.2889 2.4538 4.2738 -0.3812
C 3.0300 -4.9577 -3.9629 -0.5458
C 3.4721 1.7845 -0.2622 -0.2246
C -4.1020 1.9977 1.5194 -0.3537
C -3.4464 5.1488 -0.4249 -0.0633
B 1.7531 -1.6560 -0.2980 -0.8092
H -4.2744 4.0591 7.6317 0.1166
H 3.0703 3.3940 1.0649 0.0660
H -7.1466 1.7090 -0.8259 0.1147
H -3.8395 -3.9317 -1.3022 0.0876
H -2.7620 -4.5338 -3.4902 0.0834
H -2.8650 -0.0051 -3.3477 0.0966
H -2.7196 4.7942 1.5596 0.0876
H -1.0444 -4.9630 -3.5567 0.0759
H 1.0665 -4.1118 -4.3300 0.0667
H -3.5855 1.6879 7.5492 0.1159
H 1.4110 8.1584 1.7427 0.1102
H 4.4728 2.4365 1.5081 0.0840
H 4.3102 -5.4823 -5.6114 0.0976
H 4.5866 -5.7750 -1.8462 0.1333
H 4.0261 -5.3533 1.6654 0.0957
H -0.6799 -5.2970 0.2184 0.0808
H -2.2411 -6.1434 -3.0084 0.0975
H -0.3158 -1.4874 6.4034 0.0615
H 3.2376 -7.0111 -3.2155 0.0850
H 0.1419 -5.6054 -1.3119 0.0691
H 0.3360 8.6061 3.9236 0.1105
H -0.0782 3.6710 -1.6034 0.0866
H -1.2439 0.7056 -3.3546 0.0959
H -0.5047 0.2383 5.9913 0.0273
H 2.4908 -0.1278 -5.7010 0.0975
H 5.1430 -5.5230 -4.0605 0.0833
H -2.9044 1.7188 -0.2398 0.0512
H -0.9484 6.8238 5.0525 0.1090
H 1.8233 2.5318 -4.0822 0.0879
H -1.3637 -2.6510 3.3221 0.0083
H -3.0376 0.6385 5.3816 0.0686
H 4.5751 3.5721 0.1416 0.0940
H 2.7280 -1.4854 4.1075 0.0051
H 1.5670 -6.4180 -3.2599 0.0793
H -3.8774 5.4296 -2.5071 0.1112
H -1.7193 4.5061 -3.2628 0.1070
H -4.3748 5.3939 5.5494 0.1177
H -1.2421 -6.6081 -0.8309 0.0962
H 5.3889 1.3812 -3.8679 0.0874
H -5.5458 2.2107 3.1038 0.1086
H 4.8523 0.7127 -5.4069 0.0968
H -3.0318 -4.3119 0.2261 0.0907
H 2.1816 -0.4640 5.4410 0.0608
H 2.4005 -6.8661 -4.7546 0.0973
H -1.1425 4.6049 4.0416 0.0527
H -4.8557 1.5751 -1.7499 0.1076
H 1.2012 5.9259 0.7001 0.1024
H 4.7694 -3.9664 -4.8235 0.0910
H -4.3897 5.5658 -0.0946 0.1154
H -2.5785 -2.3835 -2.9839 0.1351
H 2.3848 -3.1824 -5.0430 0.0662
H 1.3228 0.0021 -4.3761 0.0810
H -7.4821 2.0406 1.6005 0.1160
H 1.9138 -2.2233 5.5052 0.0604
H 4.2168 2.6623 -2.0421 0.1344
H 3.5167 3.0656 -4.1319 0.0831
H -2.3471 1.1023 -2.0533 0.0386
H -3.5793 -5.6170 -0.8381 0.0978
H -0.4221 -3.3466 4.6551 0.0606
H -1.7057 -0.9549 5.4375 0.0215
H 5.1931 -6.0273 0.5086 0.0931
H 2.6365 -1.1659 -4.2679 0.0503
H 0.2589 -3.2911 3.0128 0.0151
H 5.4514 -4.4263 1.2177 0.1021
H 5.0399 -0.3528 -4.0058 0.0901
H 1.8977 -4.7205 -5.7736 0.0979
H -3.6905 4.3864 3.4109 0.1031
H 2.7998 2.2959 -5.5376 0.0961
```

## Properties
E_tot: -6354.2431 a.u.
net charge: +2
lowest unoccupied orbital energy: -5.34 eV
strongest force on any atom: 0.0190 hartree/bohr
energy above the lowest of the compared OMol25 structures with the same formula, charge and spin: 50.6 kJ/mol
molecular weight: 1125.13 Da

No. 2
Formula: CH5N3
Source: OMol25
Level of theory: wB97M-V/def2-TZVPD

XYZ file:
```
9
Properties=species:S:1:pos:R:3:lowdin_charge:R:1
N -0.1592 1.1310 -0.7733 0.0722
N 0.3669 -0.2319 1.0776 0.0683
N -0.3655 -1.1924 -0.9178 0.0694
C -0.1654 -0.1270 -0.2376 -0.6549
H 0.6592 0.5142 1.7026 0.0741
H -0.4306 -2.0179 -0.3306 0.0220
H 0.0795 -1.1014 1.5707 0.0961
H -0.5333 1.1838 -1.7467 0.1122
H 0.5486 1.8416 -0.3450 0.1405
```

## Properties
E_tot: -205.3611 a.u.
net charge: 0
SMILES: N=C(N)N
lowest unoccupied orbital energy: 0.84 eV
strongest force on any atom: 0.0633 hartree/bohr
energy above the lowest of the compared OMol25 structures with the same formula, charge and spin: 78.8 kJ/mol
molecular weight: 59.07 Da

No. 3
Formula: C30H55AlBr2Cl5F3N7O7P
Source: OMol25
Level of theory: wB97M-V/def2-TZVPD

XYZ file:
```
111
Properties=species:S:1:pos:R:3:lowdin_charge:R:1
Br -2.3852 -3.0167 -0.9466 0.6290
Br -4.2274 -0.7383 -0.9288 0.7298
Cl -6.6019 2.5196 -1.0418 0.0772
Cl 7.8029 7.8836 5.3459 0.5410
Cl 7.6530 5.7752 3.3742 0.4926
Cl 7.6475 5.1181 6.2034 0.4674
Cl 5.3449 6.4067 4.9755 0.6247
P -0.0525 -0.6998 -5.2523 0.7397
Al 6.1912 -1.4895 2.7103 1.1448
F 3.9198 7.8027 3.9154 -0.6919
F 4.0559 0.9901 7.3825 -0.6936
F -2.4573 2.5213 2.6637 0.0584
O -3.9798 -2.0397 3.4962 0.0882
O -5.7853 -1.6534 2.2259 0.0094
O 1.0421 4.1194 -4.6971 0.0779
O -0.5095 3.3218 -6.0246 0.0721
O 0.3394 0.3045 -4.1771 -0.3205
O 0.3921 5.3110 -6.4847 0.1155
O -3.2262 -6.3736 0.9579 -0.1406
N -4.3053 2.4194 -0.3520 0.0455
N 6.5092 1.0402 4.2100 -0.0913
N -0.4172 -2.0585 -6.3241 -0.2649
N 4.4742 1.6959 4.4787 -0.0526
N -1.7519 -0.4902 -4.9853 -0.3177
N -1.3830 -0.2835 4.0608 0.2348
N 0.4536 0.2815 -6.5906 -0.3043
C -6.0735 -1.4030 4.5456 -0.0630
C 0.3642 4.3355 -5.7328 -0.7827
C -4.4344 -6.6883 0.2772 -0.1609
C 1.9064 0.4352 -6.6959 -0.1381
C 0.8188 0.1565 1.4956 -0.2563
C 8.1219 -0.1513 5.6391 -0.0185
C 3.0791 1.6577 4.8765 0.0108
C -1.6111 -2.6165 1.7527 -0.1293
C 7.1051 6.3038 4.9802 -2.0157
C -2.7238 -0.1778 -6.0193 -0.1382
C -0.1439 0.3177 -7.9132 -0.1304
C 5.1445 2.7243 3.8564 0.0415
C -1.8164 -1.7087 0.4679 -0.6064
C -2.5261 0.8814 0.8628 -0.3194
C -1.1904 -3.1333 -5.6359 -0.1329
C 5.2977 0.6933 4.6919 -0.1090
C -7.1289 -1.1777 2.4415 -0.1368
C 0.0480 1.4727 1.1788 -0.1712
C 6.4300 2.3140 3.6845 0.0020
C -2.1376 0.2330 -3.7777 -0.1615
C -2.0072 0.2724 3.3136 -0.1446
C -5.1429 -1.7519 3.4075 -0.4682
C -1.1666 1.3234 0.2292 -0.0981
C 7.6667 0.1738 4.2284 -0.2584
C -7.4407 -1.5205 3.8872 -0.1499
C -2.9778 -0.6284 0.6144 -0.5408
C -3.5810 1.7549 0.1765 -0.2357
C 0.7835 -2.7665 -6.8341 -0.1368
C -2.7078 1.2066 2.3747 -0.2606
C 1.6268 -0.3952 0.2873 -0.0984
H -0.6469 -3.5264 -4.7707 0.0815
H 1.7839 -1.4860 0.3891 0.0718
H 0.7758 2.1257 0.6557 0.1270
H 4.6211 3.6311 3.6017 0.1391
H 8.9745 -0.8312 5.6184 0.0942
H 2.5800 0.1416 0.1542 0.0711
H 2.5769 0.8239 4.3866 0.0873
H -4.9477 -7.4706 0.8323 0.0766
H -2.6437 0.8646 -6.3501 0.0846
H -1.9739 1.3126 -3.8847 0.0891
H 2.5767 2.5857 4.6135 0.1094
H -1.5880 -0.1246 -2.9085 0.0440
H -7.1516 -0.1020 2.2522 0.1315
H -2.2885 -2.3682 2.5901 0.0367
H -2.7868 -5.6811 0.4533 0.0147
H -0.2325 2.7870 -5.2512 0.0864
H -1.3900 -3.9557 -6.3257 0.0807
H 0.2714 1.1516 -8.4845 0.0866
H -3.7423 -0.3227 -5.6470 0.0803
H -4.2163 -7.0485 -0.7317 0.0757
H -1.2111 0.5089 -7.8840 0.0528
H -2.6411 -0.8409 -6.8808 0.0729
H -8.1999 -0.8763 4.3276 0.1207
H -7.8043 -1.6708 1.7458 0.1304
H 5.0409 -0.2378 5.1780 0.1513
H 0.4972 -3.6808 -7.3545 0.0812
H 0.1521 -0.5948 1.9417 0.0546
H -7.7939 -2.5515 3.9565 0.1220
H -3.7903 1.0833 2.5784 0.1639
H 7.3006 2.7743 3.2508 0.1141
H -0.5410 -2.5710 2.0099 0.0688
H -0.8544 -1.3356 0.1067 0.0424
H 7.3236 -0.6237 6.2147 0.0957
H 7.3735 -0.7626 3.6827 -0.1718
H -5.0771 -5.8054 0.2229 0.0740
H 2.3230 0.7880 -5.7502 0.0733
H -1.3257 2.3133 -0.2340 0.1330
H 0.0255 -0.5880 -8.5119 0.0719
H -5.9555 -2.0992 5.3722 0.1311
H -0.1623 1.9692 2.1388 0.1054
H 1.0165 -0.2655 -0.6288 0.0668
H -2.1628 -2.7957 -5.2899 0.0670
H -0.8684 0.6724 -0.6136 0.1089
H 1.3219 -2.1778 -7.5745 0.0579
H 2.4207 -0.5025 -6.9444 0.0569
H 8.4137 0.7597 6.1610 0.1084
H -3.1950 0.0786 -3.5425 0.0408
H 2.1795 1.1706 -7.4536 0.0836
H 1.4736 -3.0305 -6.0283 0.0846
H -1.8348 -3.6632 1.4942 0.0311
H 1.5514 0.4197 2.2882 0.0840
H 3.1086 1.5010 5.9576 0.0514
H 8.4740 0.6456 3.6676 0.1501
H -5.8654 -0.3823 4.8732 0.1356
H -3.5917 -0.9397 1.4734 0.0536
```

## Properties
E_tot: -10417.7650 a.u.
net charge: 0
lowest unoccupied orbital energy: -5.94 eV
strongest force on any atom: 0.1623 hartree/bohr
molecular weight: 1077.83 Da

Among the records above, which one has the lowest strongest force on any atom? C55H68BN6P3S5Ti

Which value of net charge does entry 1 give? +2

The highest net charge belongs to which entry? C55H68BN6P3S5Ti